Arrangement 1

2 unconnected molecules or ions with the total composition C4H14N. Source: OMol25; level of theory: ωB97M-V/def2-TZVPD.

Each line ends with the Löwdin spin population.
Geometry (Å):
C (0.284, 1.488, -0.824)  0.11
C (-0.985, 1.868, -1.568)  0.06
N (0.161, 1.503, 0.678)  0.23
H (0.597, 0.484, -1.072)  0.01
H (1.097, 2.159, -1.080)  0.04
H (-1.037, 2.945, -1.746)  0.01
H (-1.907, 1.550, -1.081)  0.02
H (-0.542, 0.782, 0.917)  0.09
H (1.093, 1.328, 1.142)  0.16
H (-0.154, 2.460, 0.966)  0.15
H (-0.965, 1.331, -2.529)  0.00
C (-0.354, -2.329, 0.371)  0.02
C (0.935, -2.107, 1.179)  0.04
H (-0.605, -3.390, 0.294)  0.00
H (-1.220, -1.855, 0.847)  0.02
H (-0.289, -1.917, -0.640)  0.00
H (1.612, -1.444, 0.634)  0.02
H (1.464, -3.060, 1.293)  0.00
H (0.814, -1.798, 2.217)  0.02

HOMO-LUMO gap (alpha / beta)   0.1704 / 0.4600 Ha
LUMO (alpha / beta)   1.06 / 0.65 eV
2S+1   2

Arrangement 2

2 unconnected molecules or ions with the total composition C4H14N. Source: OMol25; level of theory: ωB97M-V/def2-TZVPD.

Each line ends with the Löwdin spin population.
Geometry (Å):
C (-2.155, -2.959, -4.625)  0.00
C (-0.619, -2.985, -4.326)  0.00
H (-2.608, -2.002, -4.357)  0.00
H (-2.669, -3.844, -4.259)  0.00
H (-2.329, -2.973, -5.699)  0.00
H (-0.357, -3.855, -3.720)  0.00
H (-0.268, -3.179, -5.339)  0.00
H (-0.202, -2.126, -3.823)  0.00
C (1.914, 1.611, 2.523)  0.12
N (0.696, 1.732, 3.347)  0.21
C (0.438, 3.135, 3.925)  0.16
H (1.884, 0.632, 2.044)  0.03
H (1.943, 2.361, 1.738)  0.02
H (2.786, 1.720, 3.160)  0.02
H (0.814, 1.175, 4.222)  0.15
H (-0.255, 1.494, 2.892)  0.17
H (0.230, 3.751, 3.058)  0.03
H (1.203, 3.291, 4.684)  0.03
H (-0.446, 3.020, 4.555)  0.06

HOMO-LUMO gap (alpha / beta)   0.1749 / 0.4499 Ha
LUMO (alpha / beta)   1.19 / 0.80 eV
2S+1   2

Which one sits at the top of the stability order? arrangement 1 does.

Arrangement 1

2 unconnected molecules or ions with the total composition BrH2PS2. Source: OMol25; level of theory: ωB97M-V/def2-TZVPD.

Each line ends with the natural charge from an NBO analysis.
Geometry (Å):
P (-0.913, -0.793, -0.557)  0.63
S (1.045, -0.131, -0.376)  -0.21
S (-1.608, -0.519, 1.374)  -0.20
Br (-2.240, 1.738, -1.772)  -0.54
H (1.330, -0.349, -1.657)  0.16
H (-0.734, 0.418, 1.763)  0.16

HOMO-LUMO gap   0.2514 Ha
LUMO   -2.17 eV

Arrangement 2

2 unconnected molecules or ions with the total composition BrH2PS2. Source: OMol25; level of theory: ωB97M-V/def2-TZVPD.

Each line ends with the natural charge from an NBO analysis.
Geometry (Å):
S (-0.670, -0.906, -0.592)  -0.34
P (-1.791, 0.683, -0.715)  0.64
Br (-3.928, 0.306, 0.291)  -0.30
S (1.857, 0.264, 0.720)  -0.22
H (2.892, 0.523, 0.244)  0.09
H (1.640, -0.869, 0.052)  0.14

HOMO-LUMO gap   0.2693 Ha
LUMO   -2.05 eV
SMILES string   S=PBr.S

Which one sits at the top of the stability order? arrangement 1 does.

Arrangement 1

A single C5H7F3 molecule. Source: OMol25; level of theory: ωB97M-V/def2-TZVPD.

Each line ends with the natural charge from an NBO analysis.
Geometry (Å):
C (0.743, 1.667, -0.120)  -0.61
C (0.093, 0.397, -0.547)  -0.26
C (-1.182, -0.020, 0.348)  -0.43
C (-0.695, -1.498, 0.105)  0.16
F (-0.704, -2.331, 1.121)  -0.32
C (0.672, -0.940, -0.127)  0.63
F (1.246, -0.818, 1.125)  -0.35
F (1.591, -1.468, -0.904)  -0.31
H (0.025, 2.532, -0.142)  0.21
H (1.643, 1.852, -0.605)  0.22
H (0.918, 1.492, 0.952)  0.22
H (-0.158, 0.330, -1.606)  0.21
H (-1.065, 0.303, 1.402)  0.23
H (-2.028, 0.409, -0.146)  0.22
H (-1.099, -1.909, -0.858)  0.17

HOMO-LUMO gap   0.4459 Ha
LUMO   0.96 eV
SMILES string   C[C@@H]1C[C@H](F)C1(F)F

Arrangement 2

A single C5H7F3 molecule. Source: OMol25; level of theory: ωB97M-V/def2-TZVPD.

Each line ends with the natural charge from an NBO analysis.
Geometry (Å):
C (-0.362, 2.177, -0.136)  -0.50
C (0.286, 1.052, 0.089)  0.42
F (1.644, 1.083, 0.119)  -0.34
C (-0.307, -0.308, 0.135)  -0.38
C (0.245, -1.097, 1.290)  0.06
F (1.487, -1.598, 0.979)  -0.36
C (-0.161, -0.810, -1.289)  0.07
F (-0.037, -2.181, -1.228)  -0.36
H (-1.477, 2.132, -0.164)  0.22
H (0.202, 3.103, -0.365)  0.23
H (-1.339, -0.186, 0.458)  0.23
H (0.486, -0.635, 2.292)  0.19
H (-0.470, -1.885, 1.460)  0.17
H (-0.953, -0.538, -1.967)  0.18
H (0.756, -0.309, -1.674)  0.18

HOMO-LUMO gap   0.3999 Ha
LUMO   0.83 eV
SMILES string   C=C(F)C(CF)CF

Which one sits at the top of the stability order? arrangement 1 does.

Arrangement 1

A molecular structure, C3H5BN2O2. Source: OMol25; level of theory: ωB97M-V/def2-TZVPD.

Each line ends with the natural charge from an NBO analysis.
Geometry (Å):
B (-1.662, -0.269, 0.069)  1.04
C (1.805, -1.436, -0.088)  -0.18
C (2.050, -0.028, 0.077)  0.03
C (-0.270, -0.703, -0.095)  0.05
N (0.489, -1.673, -0.154)  -0.34
N (0.959, 0.714, 0.142)  -0.63
O (-2.614, -1.255, 0.123)  -0.89
O (-2.062, 1.045, -0.142)  -0.91
H (2.606, -2.236, -0.025)  0.22
H (3.070, 0.484, 0.143)  0.21
H (0.745, 1.583, -0.206)  0.40
H (-3.493, -1.260, -0.161)  0.50
H (-2.945, 1.355, -0.438)  0.51

HOMO-LUMO gap   0.3109 Ha
LUMO   0.35 eV

Arrangement 2

2 unconnected molecules or ions with the total composition C3H5BN2O2. Source: OMol25; level of theory: ωB97M-V/def2-TZVPD.

Each line ends with the natural charge from an NBO analysis.
Geometry (Å):
H (-1.589, -0.288, 0.231)  0.44
N (-1.064, 0.277, 0.960)  -1.16
B (-0.293, 0.977, 1.648)  1.08
O (0.658, 1.637, 2.221)  -0.91
H (0.697, 1.923, 3.205)  0.54
C (1.838, -0.816, -1.106)  -0.40
C (1.214, -1.948, -0.904)  -0.03
N (0.828, -2.236, 0.409)  -0.55
C (1.108, -1.914, 1.532)  0.88
O (1.079, -1.623, 2.653)  -0.51
H (2.259, -0.233, -0.259)  0.20
H (2.176, -0.418, -2.083)  0.21
H (0.777, -2.544, -1.707)  0.22

HOMO-LUMO gap   0.3520 Ha
LUMO   0.31 eV
SMILES string   [H]/N=B\O.C=CN=C=O

Which one sits at the top of the stability order? arrangement 1 does.

Arrangement 1

A single C3H4O4 molecule. Source: OMol25; level of theory: ωB97M-V/def2-TZVPD.

Each line ends with the natural charge from an NBO analysis.
Geometry (Å):
C (-0.855, 1.299, -0.348)  -0.28
C (1.159, -0.050, 1.142)  0.70
C (0.424, -0.918, -0.196)  0.84
O (-0.653, 0.084, 0.375)  -0.59
O (0.067, -2.140, 0.271)  -0.70
O (1.583, 0.366, 2.109)  -0.41
O (0.886, -0.720, -1.300)  -0.67
H (0.107, -2.754, -0.477)  0.51
H (-1.919, 1.389, -0.574)  0.20
H (-0.522, 2.134, 0.273)  0.17
H (-0.277, 1.310, -1.275)  0.21

HOMO-LUMO gap   0.3873 Ha
LUMO   0.24 eV

Arrangement 2

A single C3H4O4 molecule. Source: OMol25; level of theory: ωB97M-V/def2-TZVPD.

Each line ends with the natural charge from an NBO analysis.
Geometry (Å):
C (-0.445, 0.198, -0.236)  0.54
C (-0.467, -1.020, 0.685)  -0.67
C (1.224, 0.556, -0.943)  0.87
O (-0.846, 0.040, -1.447)  -0.33
O (1.098, 0.559, -2.184)  -0.53
O (-0.880, 1.368, 0.372)  -0.64
O (2.093, 0.684, -0.158)  -0.45
H (-0.373, 1.530, 1.178)  0.49
H (-0.168, -1.908, 0.132)  0.25
H (-1.468, -1.148, 1.095)  0.25
H (0.231, -0.859, 1.507)  0.22

HOMO-LUMO gap (alpha / beta)   0.2910 / 0.2802 Ha
LUMO (alpha / beta)   -2.50 / -2.86 eV

Which one sits at the top of the stability order? arrangement 1 does.

Arrangement 1

2 unconnected molecules or ions with the total composition C2H4IO3P. Source: OMol25; level of theory: ωB97M-V/def2-TZVPD.

Each line ends with the natural charge from an NBO analysis.
Geometry (Å):
C (-1.860, 1.300, -0.248)  -0.30
C (-0.622, 0.724, 0.082)  -0.61
O (-0.233, -1.903, -0.232)  -1.13
O (-2.005, -1.174, 1.391)  -1.19
O (-2.466, -1.048, -1.153)  -1.18
P (-1.519, -1.268, -0.005)  2.45
I (10.205, -0.065, -0.010)  -1.00
H (-1.913, 1.515, -1.304)  0.21
H (-2.624, 1.152, 0.521)  0.23
H (0.102, 0.731, -0.734)  0.23
H (-0.540, 0.436, 1.194)  0.28

HOMO-LUMO gap   0.2651 Ha
LUMO   5.27 eV
Total charge   -2

Arrangement 2

2 unconnected molecules or ions with the total composition C2H4IO3P. Source: OMol25; level of theory: ωB97M-V/def2-TZVPD.

Each line ends with the natural charge from an NBO analysis.
Geometry (Å):
C (-0.417, 0.544, -0.627)  -0.87
C (-1.738, 1.125, -0.580)  0.44
O (-2.161, 2.267, -0.440)  -0.68
O (2.693, -0.783, -0.104)  -1.21
O (0.843, -0.083, 1.477)  -1.18
P (2.167, -0.973, 1.281)  1.33
I (1.146, -3.475, 1.039)  -0.74
H (0.030, 0.266, 0.453)  0.42
H (-0.287, -0.440, -0.878)  0.25
H (0.322, 1.235, -0.981)  0.21
H (-2.601, 0.316, -0.642)  0.03

HOMO-LUMO gap   0.1880 Ha
LUMO   5.56 eV
Total charge   -2

Which one sits at the top of the stability order? arrangement 1 does.